1.
{
  "formula": "C3H6N4O",
  "method": "the ωB97M-V functional and the def2-TZVPD basis",
  "symbols": ["C", "C", "C", "H", "H", "H", "H", "H", "H", "N", "N", "N", "N", "O"],
  "coordinates": [[-0.15, -0.27, 0.51], [1.00, -0.17, 1.12], [0.98, 1.23, -0.83], [-1.21, -1.96, -0.18], [-0.91, -2.19, 1.49], [1.55, -0.54, 2.06], [2.16, 1.54, 1.03], [-1.65, -0.94, -1.20], [-2.02, 0.99, -0.92], [-1.20, -1.18, 0.70], [1.70, 0.75, 0.24], [-0.15, 0.50, -0.70], [-1.19, 0.31, -1.44], [1.10, 1.91, -1.87]],
  "nbo_charge": [0.22, -0.15, 0.72, 0.35, 0.40, 0.24, 0.40, 0.33, 0.34, -0.81, -0.59, -0.27, -0.56, -0.63],
  "homo_energy_ev": -8.2,
  "e_lumo_ev": -0.107,
  "gap_ev": 8.0660,
  "e_above_lowest_kcal_mol": 165.5,
  "e_tot_ha": -411.9452,
  "charge": 0
}

2.
{
  "formula": "CH12O5",
  "method": "the ωB97M-V functional and the def2-TZVPD basis",
  "symbols": ["C", "O", "H", "H", "H", "H", "H", "H", "O", "H", "H", "O", "H", "H", "O", "H", "H", "O"],
  "coordinates": [[2.00, -1.27, -0.58], [1.48, -1.22, 0.75], [2.68, -2.12, -0.71], [2.53, -0.34, -0.79], [1.16, -1.37, -1.26], [2.15, -1.57, 1.34], [-1.14, 2.33, 0.60], [-2.64, 2.50, 0.81], [-1.82, 2.37, 1.29], [-1.44, -0.31, -0.64], [-1.33, -1.43, -1.69], [-1.34, -0.47, -1.60], [0.64, 0.83, -0.06], [-0.08, 1.27, -1.34], [0.36, 1.61, -0.56], [-1.64, 0.26, 1.64], [-0.36, -0.57, 1.61], [-1.23, -0.50, 1.21]],
  "nbo_charge": [-0.26, -0.76, 0.17, 0.18, 0.20, 0.48, 0.50, 0.47, -0.98, 0.51, 0.47, -0.99, 0.48, 0.50, -0.97, 0.50, 0.49, -0.98],
  "homo_energy_ev": -11.2,
  "e_lumo_ev": 0.526,
  "gap_ev": 11.6825,
  "e_above_lowest_kcal_mol": 2.9,
  "smiles": "CO.O.O.O.O",
  "e_tot_ha": -421.4912,
  "charge": 0
}

3.
{
  "formula": "C4H5NO3",
  "method": "the ωB97M-V functional and the def2-TZVPD basis",
  "symbols": ["C", "C", "C", "O", "O", "N", "C", "O", "H", "H", "H", "H", "H"],
  "coordinates": [[-1.54, 0.93, -0.17], [0.78, -0.03, 0.33], [-0.40, 0.00, -0.42], [2.02, -0.18, -0.27], [0.82, 0.71, 1.49], [-0.55, -1.07, -1.24], [0.10, -1.96, -0.61], [0.32, -3.06, -0.25], [2.34, 0.71, -0.50], [1.63, 0.45, 1.96], [-1.21, 1.97, -0.23], [-2.34, 0.76, -0.90], [-1.98, 0.77, 0.82]],
  "nbo_charge": [-0.67, 0.40, 0.16, -0.71, -0.70, -0.55, 0.85, -0.47, 0.48, 0.49, 0.23, 0.24, 0.25],
  "homo_energy_ev": -8.1,
  "e_lumo_ev": 0.187,
  "gap_ev": 8.2692,
  "e_above_lowest_kcal_mol": 65.6,
  "e_tot_ha": -435.8160,
  "charge": 0
}

4.
{
  "formula": "C3NO4S",
  "method": "the ωB97M-V functional and the def2-TZVPD basis",
  "symbols": ["C", "C", "C", "N", "O", "O", "O", "O", "S"],
  "coordinates": [[0.45, 0.07, -0.15], [-1.80, -0.96, -0.09], [1.80, 1.09, 0.40], [0.13, -0.44, -1.24], [1.70, 1.36, 1.57], [-2.83, -1.46, 0.21], [2.53, 1.39, -0.51], [-1.20, -1.02, -1.29], [-0.77, -0.03, 1.08]],
  "nbo_charge": [-0.11, 0.62, 0.84, -0.17, -0.71, -0.61, -0.69, -0.38, 0.22],
  "homo_energy_ev": -5.3,
  "e_lumo_ev": 3.499,
  "gap_ev": 8.7770,
  "e_above_lowest_kcal_mol": 0.0,
  "smiles": "O=C([O-])c1noc(=O)s1",
  "e_tot_ha": -868.2762,
  "charge": -1
}

5.
{
  "formula": "C31H40IN5O7P2S2W",
  "method": "the ωB97M-V functional and the def2-TZVPD basis",
  "symbols": ["W", "O", "N", "C", "C", "C", "C", "C", "S", "H", "H", "H", "H", "I", "C", "C", "C", "C", "C", "C", "C", "C", "C", "C", "H", "H", "H", "H", "H", "H", "C", "C", "C", "O", "P", "O", "C", "P", "O", "O", "C", "C", "C", "O", "C", "C", "C", "O", "C", "C", "C", "H", "H", "H", "H", "H", "H", "H", "H", "H", "H", "H", "H", "H", "H", "H", "H", "H", "H", "H", "H", "H", "H", "H", "H", "H", "H", "H", "H", "H", "H", "S", "C", "N", "N", "C", "N", "C", "N"],
  "coordinates": [[1.94, -0.91, 1.00], [0.73, -0.17, 2.28], [0.43, 1.11, 2.55], [-0.61, 1.22, 3.42], [-0.58, 2.11, 4.44], [0.56, 2.91, 4.65], [1.62, 2.78, 3.79], [1.56, 1.88, 2.72], [2.80, 1.63, 1.59], [-1.41, 0.51, 3.25], [-1.44, 2.20, 5.09], [0.61, 3.59, 5.49], [2.53, 3.35, 3.93], [3.51, -0.93, 3.43], [3.68, -2.32, 0.77], [4.30, -3.49, 1.13], [5.51, -3.85, 0.48], [6.07, -3.06, -0.51], [5.44, -1.84, -0.89], [5.85, -0.97, -1.92], [5.12, 0.17, -2.18], [3.97, 0.51, -1.42], [3.55, -0.32, -0.41], [4.28, -1.48, -0.19], [3.89, -4.13, 1.90], [6.01, -4.77, 0.78], [6.99, -3.35, -0.99], [6.73, -1.21, -2.51], [5.42, 0.83, -2.98], [3.44, 1.43, -1.65], [-4.40, -1.44, -2.55], [-2.99, -1.92, -2.25], [-2.28, -2.41, -3.48], [-2.23, -0.79, -1.70], [-1.99, -0.59, -0.16], [-0.91, -1.36, 0.46], [-1.73, 1.21, -0.18], [-0.03, 1.64, -0.66], [0.91, 0.53, -0.37], [0.33, 2.95, 0.13], [-0.17, 4.28, -0.17], [1.02, 5.13, -0.57], [-0.86, 4.80, 1.07], [-0.01, 2.16, -2.12], [0.02, 1.50, -3.44], [0.71, 0.15, -3.40], [-1.39, 1.44, -3.99], [-3.43, -0.83, 0.43], [-3.73, -1.27, 1.80], [-4.61, -2.49, 1.69], [-4.41, -0.13, 2.53], [-4.98, -2.27, -2.96], [-4.37, -0.63, -3.28], [-4.89, -1.09, -1.64], [-3.02, -2.71, -1.49], [-2.22, -1.61, -4.22], [-2.82, -3.26, -3.90], [-1.27, -2.75, -3.23], [-1.88, 1.61, 0.83], [-2.46, 1.64, -0.86], [-0.88, 4.22, -1.00], [1.76, 5.12, 0.24], [0.70, 6.16, -0.76], [1.49, 4.73, -1.47], [-0.15, 4.81, 1.90], [-1.71, 4.18, 1.35], [-1.21, 5.83, 0.90], [0.60, 2.19, -4.05], [0.13, -0.57, -2.82], [1.70, 0.22, -2.94], [0.82, -0.23, -4.42], [-2.00, 0.75, -3.39], [-1.37, 1.07, -5.02], [-1.85, 2.43, -3.98], [-2.79, -1.53, 2.29], [-5.57, -2.22, 1.23], [-4.78, -2.90, 2.69], [-4.13, -3.26, 1.09], [-5.38, 0.09, 2.06], [-3.81, 0.78, 2.50], [-4.58, -0.42, 3.57], [0.95, -4.22, -2.25], [1.26, -2.94, -1.34], [1.51, -2.00, -0.70], [-2.51, -3.58, 4.35], [-1.60, -3.74, 3.63], [-0.60, -3.97, 2.80], [0.32, -3.24, 2.34], [1.21, -2.66, 1.87]],
  "mulliken_charge": [-0.37, -0.24, 0.68, -0.61, -0.94, -0.39, -1.08, 0.95, -0.41, 0.75, 0.49, 0.42, 0.50, 0.07, -0.58, -0.60, -0.68, -0.74, 0.44, -0.87, -0.97, -0.43, 0.61, 1.16, 0.51, 0.42, 0.43, 0.39, 0.44, 0.53, -1.51, 0.70, -1.08, 0.10, -1.34, 0.16, -0.70, -0.41, 1.14, -0.07, 0.55, -1.43, -1.24, -0.14, 0.79, -0.83, -1.26, 0.19, 1.32, -1.70, -1.55, 0.49, 0.26, 0.24, 0.39, 0.16, 0.51, 0.06, 0.29, 0.91, 0.35, 0.24, 0.47, 0.29, 0.19, 0.26, 0.48, 0.31, -0.12, -0.09, 0.57, 0.06, 0.49, 0.35, -0.18, 0.38, 0.47, 0.38, 0.40, 0.29, 0.40, -0.45, 0.71, -0.85, -0.65, 0.57, -0.82, 0.72, -0.08],
  "homo_energy_ev": [-7.2, -7.7],
  "e_lumo_ev": [-1.026, -2.933],
  "spin_multiplicity": 3,
  "gap_ev": [6.1488, 4.7600],
  "e_above_lowest_kcal_mol": 99.3,
  "s_squared": 2.037,
  "e_tot_ha": -3849.6982,
  "charge": 0
}

6.
{
  "formula": "C3H8BBr2Na6O3",
  "method": "the ωB97M-V functional and the def2-TZVPD basis",
  "symbols": ["Na", "Na", "Na", "Na", "Na", "Na", "C", "O", "O", "O", "B", "H", "H", "H", "H", "Br", "C", "C", "Br", "H", "H", "H", "H"],
  "coordinates": [[-0.18, 0.39, 3.31], [-1.32, 1.62, 0.20], [3.77, 0.65, -0.81], [0.82, 2.50, -2.22], [1.12, -2.75, 1.85], [3.24, 0.19, 2.75], [1.00, -0.25, 0.20], [0.96, 0.58, -0.73], [-0.09, -0.67, 0.78], [2.10, -0.71, 0.67], [3.12, 3.13, -1.36], [3.07, 2.64, -2.40], [2.63, 2.42, -0.62], [4.24, 3.33, -1.13], [2.44, 4.05, -1.30], [-4.19, -0.13, -0.42], [-3.22, -1.83, -0.60], [-3.51, -2.71, 0.58], [-2.70, -2.08, 2.27], [-2.17, -1.53, -0.59], [-3.43, -2.28, -1.57], [-3.12, -3.71, 0.36], [-4.56, -2.88, 0.79]],
  "nbo_charge": [0.98, 0.96, 0.97, 0.98, 0.98, 0.99, 0.93, -0.86, -0.99, -1.02, -0.86, -0.04, -0.11, 0.04, 0.01, -0.03, -0.44, -0.42, -0.08, 0.23, 0.27, 0.25, 0.27],
  "homo_energy_ev": -17.8,
  "e_lumo_ev": -11.828,
  "gap_ev": 5.9470,
  "e_above_lowest_kcal_mol": 0.0,
  "e_tot_ha": -6490.7342,
  "charge": 3
}

7.
{
  "formula": "C13H28N2O3",
  "method": "the ωB97M-V functional and the def2-TZVPD basis",
  "symbols": ["C", "C", "C", "C", "C", "C", "O", "N", "H", "N", "H", "H", "H", "C", "C", "C", "O", "C", "C", "C", "H", "H", "H", "C", "H", "H", "H", "H", "H", "H", "H", "H", "O", "H", "H", "H", "H", "H", "H", "H", "H", "H", "H", "H", "H", "H"],
  "coordinates": [[1.31, -0.26, 5.04], [1.92, 1.02, 4.48], [1.44, 1.35, 3.07], [1.97, 0.37, 2.02], [1.54, 0.74, 0.60], [2.37, -0.05, -0.41], [3.01, -1.06, -0.15], [2.31, 0.46, -1.65], [1.64, 1.20, -1.87], [2.83, -0.24, -2.76], [3.73, 0.18, -3.03], [3.04, -1.18, -2.43], [1.73, 1.80, 0.43], [0.04, 0.44, 0.34], [-0.69, 1.62, -0.32], [-2.19, 1.30, -0.53], [-2.31, 0.37, -1.59], [-2.78, -0.92, -1.23], [-2.56, -1.88, -2.41], [-3.32, -1.39, -3.64], [-2.96, -0.41, -3.93], [-3.17, -2.08, -4.47], [-4.39, -1.33, -3.44], [-1.08, -2.04, -2.71], [-0.94, -2.76, -3.52], [-0.64, -1.09, -3.02], [-0.54, -2.41, -1.84], [-2.97, -2.85, -2.10], [-3.85, -0.86, -0.99], [-2.25, -1.29, -0.35], [-2.70, 2.21, -0.84], [-2.64, 0.93, 0.39], [-0.14, 1.94, -1.58], [-0.59, 1.38, -2.22], [-0.59, 2.51, 0.31], [-0.45, 0.22, 1.29], [-0.05, -0.43, -0.30], [3.06, 0.36, 2.06], [1.62, -0.65, 2.24], [1.79, 2.35, 2.81], [0.35, 1.36, 3.06], [1.65, 1.85, 5.14], [3.01, 0.94, 4.49], [1.62, -0.41, 6.07], [1.62, -1.12, 4.46], [0.22, -0.21, 5.02]],
  "nbo_charge": [-0.61, -0.39, -0.40, -0.38, -0.31, 0.66, -0.65, -0.48, 0.42, -0.66, 0.35, 0.37, 0.21, -0.42, 0.08, -0.08, -0.58, -0.05, -0.23, -0.61, 0.21, 0.21, 0.21, -0.61, 0.21, 0.21, 0.21, 0.20, 0.17, 0.17, 0.19, 0.18, -0.74, 0.49, 0.18, 0.21, 0.22, 0.22, 0.21, 0.20, 0.19, 0.20, 0.20, 0.21, 0.20, 0.20],
  "homo_energy_ev": -8.9,
  "e_lumo_ev": 0.796,
  "gap_ev": 9.6479,
  "e_above_lowest_kcal_mol": 2.1,
  "smiles": "CCCC[C@H](C[C@@H](O)COCC(C)C)C(=O)NN",
  "e_tot_ha": -847.3605,
  "charge": 0
}

8.
{
  "formula": "C3H5N3",
  "method": "the ωB97M-V functional and the def2-TZVPD basis",
  "symbols": ["C", "N", "C", "N", "N", "C", "H", "H", "H", "H", "H"],
  "coordinates": [[1.24, -0.38, 1.42], [0.37, -0.09, 0.28], [-0.52, -0.60, -2.66], [-1.27, -0.34, -3.49], [-1.80, 1.03, 0.44], [-0.68, 0.53, 0.40], [1.89, 0.47, 1.61], [1.85, -1.25, 1.18], [0.66, -0.59, 2.32], [0.15, -0.82, -1.85], [-1.89, 2.03, 0.34]],
  "nbo_charge": [-0.41, -0.55, 0.06, -0.32, -0.70, 0.66, 0.20, 0.21, 0.20, 0.25, 0.40],
  "homo_energy_ev": -10.5,
  "e_lumo_ev": 0.616,
  "gap_ev": 11.1195,
  "e_above_lowest_kcal_mol": 39.5,
  "smiles": "CN=C=N.C#N",
  "e_tot_ha": -281.5271,
  "charge": 0
}